1.
{"formula": "C30H30CaF5N3O4PS3Te", "method": "ωB97M-V with the def2-TZVPD basis set", "charge": -1, "homo_lumo_gap_ev": 4.971, "relative_energy_kj_mol": 0.0, "symbols": ["Ca", "F", "C", "C", "F", "C", "F", "C", "S", "C", "F", "C", "F", "N", "C", "C", "C", "C", "C", "C", "S", "N", "C", "C", "C", "C", "C", "C", "N", "H", "H", "H", "H", "H", "H", "H", "H", "H", "C", "C", "C", "C", "O", "P", "O", "O", "O", "C", "C", "C", "C", "H", "H", "H", "H", "H", "H", "H", "H", "H", "H", "H", "H", "H", "H", "H", "H", "H", "H", "Te", "C", "C", "C", "C", "S", "H", "H", "H"], "coordinates": [[-0.22, 0.03, 0.12], [3.13, 0.16, 6.28], [3.00, 0.10, 4.95], [1.79, -0.21, 4.38], [0.73, -0.48, 5.16], [1.67, -0.25, 3.00], [0.44, -0.58, 2.53], [2.70, 0.03, 2.12], [2.54, 0.06, 0.38], [3.92, 0.33, 2.75], [5.00, 0.61, 2.02], [4.07, 0.37, 4.12], [5.25, 0.68, 4.67], [-0.59, 2.08, -3.94], [-0.53, 1.25, -5.08], [-0.52, 1.80, -6.35], [-0.48, 0.97, -7.47], [-0.40, -0.40, -7.31], [-0.37, -0.94, -6.03], [-0.46, -0.12, -4.92], [-0.48, -0.83, -3.30], [0.02, 0.48, -2.34], [-0.07, 1.68, -2.73], [0.43, 2.77, -1.81], [0.71, 4.05, -2.25], [1.22, 4.97, -1.33], [1.42, 4.57, -0.03], [1.12, 3.26, 0.31], [0.65, 2.38, -0.56], [-0.59, 3.07, -4.12], [-0.56, 2.88, -6.47], [-0.49, 1.41, -8.46], [-0.36, -1.05, -8.17], [-0.29, -2.02, -5.89], [0.58, 4.35, -3.28], [1.46, 5.97, -1.65], [1.81, 5.25, 0.72], [1.27, 2.89, 1.32], [-4.87, 0.96, 4.12], [-3.59, 1.48, 3.48], [-2.38, 1.13, 4.34], [-3.69, 2.98, 3.24], [-3.51, 0.75, 2.23], [-2.54, 1.09, 1.02], [-1.25, 1.71, 1.45], [-2.36, -0.18, 0.23], [-3.32, 2.19, 0.16], [-4.39, 1.92, -0.79], [-5.02, 3.28, -1.02], [-3.78, 1.38, -2.08], [-5.41, 0.95, -0.22], [-5.02, 1.44, 5.09], [-4.80, -0.12, 4.27], [-5.73, 1.17, 3.48], [-2.47, 1.62, 5.31], [-1.46, 1.47, 3.85], [-2.32, 0.05, 4.48], [-3.70, 3.50, 4.21], [-4.61, 3.23, 2.70], [-2.84, 3.34, 2.67], [-4.28, 3.98, -1.42], [-5.40, 3.68, -0.08], [-5.85, 3.19, -1.74], [-3.05, 2.09, -2.47], [-4.57, 1.24, -2.83], [-3.29, 0.42, -1.91], [-5.87, 1.35, 0.69], [-4.95, -0.01, 0.02], [-6.20, 0.78, -0.96], [0.98, -2.94, -0.27], [0.04, -4.84, -0.19], [-1.21, -5.27, -0.57], [-1.42, -6.67, -0.38], [-0.34, -7.30, 0.14], [0.94, -6.18, 0.40], [-1.95, -4.59, -0.97], [-2.35, -7.18, -0.63], [-0.22, -8.35, 0.39]], "mulliken_charge": [0.73, -0.33, 0.63, -0.09, -0.33, 0.03, -0.34, 0.58, -0.37, 0.11, -0.35, 0.18, -0.32, 0.11, 0.02, -0.68, -0.58, -0.63, -0.60, 0.80, -0.10, -0.39, 0.81, 0.14, -1.04, -0.54, -1.00, -0.38, 0.74, 0.18, 0.34, 0.37, 0.37, 0.43, 0.35, 0.41, 0.42, 0.43, -1.77, 1.83, -1.62, -1.52, -0.50, 1.39, -0.57, -1.12, -0.24, 1.83, -1.82, -1.36, -1.58, 0.39, 0.38, 0.36, 0.52, 0.12, 0.37, 0.51, 0.28, 0.24, 0.36, 0.40, 0.39, 0.17, 0.58, 0.20, 0.26, 0.30, 0.53, 0.09, -0.13, -0.33, -0.49, -0.45, -0.15, 0.38, 0.33, 0.34]}

2.
{"formula": "C30H30Cl5N7NaO3P", "method": "ωB97M-V with the def2-TZVPD basis set", "charge": 0, "homo_lumo_gap_ev": 7.635, "relative_energy_kj_mol": 144.5, "symbols": ["Na", "Cl", "C", "C", "C", "Cl", "C", "Cl", "C", "Cl", "C", "Cl", "C", "N", "C", "C", "N", "N", "C", "N", "N", "H", "H", "H", "H", "H", "H", "H", "H", "H", "H", "H", "O", "N", "C", "C", "C", "C", "C", "C", "C", "P", "C", "C", "C", "C", "C", "C", "C", "C", "C", "C", "C", "C", "H", "H", "H", "H", "H", "H", "H", "H", "H", "H", "H", "H", "H", "H", "H", "H", "C", "O", "H", "H", "H", "O", "N"], "coordinates": [[-0.23, -1.22, 1.43], [-4.05, -0.60, 2.83], [-2.66, 0.44, 3.33], [-1.40, -0.07, 3.18], [-0.39, 0.80, 3.50], [1.30, 0.21, 3.25], [-0.57, 2.10, 3.97], [0.76, 3.11, 4.41], [-1.88, 2.56, 4.10], [-2.18, 4.17, 4.65], [-2.95, 1.72, 3.77], [-4.57, 2.32, 3.88], [-3.49, 2.50, 0.07], [-3.57, 1.23, -0.63], [-4.57, 1.08, -1.65], [-2.65, 0.26, -0.32], [-1.55, 0.44, 0.30], [-3.07, -1.01, -0.74], [-2.39, -2.22, -0.68], [-3.20, -3.27, -1.06], [-1.17, -2.34, -0.30], [-4.48, 2.95, 0.10], [-2.80, 3.20, -0.40], [-3.18, 2.35, 1.11], [-4.77, 2.05, -2.11], [-5.53, 0.70, -1.27], [-4.22, 0.42, -2.44], [-1.40, 1.43, 0.47], [-4.07, -1.11, -0.78], [-3.96, -3.07, -1.69], [-2.75, -4.15, -1.22], [-0.86, -3.30, -0.39], [1.28, -4.07, -1.75], [1.52, -3.84, -0.40], [2.37, -2.93, -0.12], [3.17, -2.16, -1.12], [4.17, -2.86, -1.81], [4.96, -2.22, -2.75], [4.75, -0.87, -3.00], [3.76, -0.18, -2.33], [2.96, -0.81, -1.37], [1.58, 0.07, -0.50], [2.43, 1.53, 0.20], [3.78, 1.51, 0.54], [4.34, 2.56, 1.25], [3.57, 3.65, 1.61], [2.22, 3.68, 1.28], [1.66, 2.62, 0.60], [0.72, 0.73, -1.99], [0.78, 2.04, -2.44], [0.06, 2.44, -3.56], [-0.72, 1.53, -4.24], [-0.78, 0.20, -3.81], [-0.07, -0.19, -2.69], [1.81, -3.43, -2.26], [2.50, -2.76, 0.94], [4.32, -3.91, -1.59], [5.73, -2.76, -3.27], [5.35, -0.35, -3.74], [3.59, 0.87, -2.54], [4.40, 0.67, 0.26], [5.39, 2.53, 1.51], [4.01, 4.48, 2.16], [1.60, 4.51, 1.58], [0.59, 2.64, 0.38], [1.41, 2.76, -1.93], [0.12, 3.47, -3.89], [-1.28, 1.84, -5.12], [-1.38, -0.52, -4.34], [-0.15, -1.21, -2.33], [-1.29, -3.51, 3.30], [-0.06, -3.32, 2.57], [-1.55, -2.57, 3.78], [-1.20, -4.31, 4.03], [-2.02, -3.75, 2.53], [0.97, -3.89, 4.39], [1.14, -3.55, 3.29]], "mulliken_charge": [0.29, -0.23, 1.08, -1.61, 1.39, -0.13, -0.81, -0.15, 0.80, -0.20, -0.70, -0.18, -0.95, 0.52, -1.29, -0.85, 1.04, 0.12, 0.01, -0.54, 0.01, 0.46, 0.25, 0.13, 0.46, 0.30, 0.40, -0.47, 0.37, 0.19, 0.25, 0.02, -0.35, -0.37, -0.24, -0.85, 0.02, -0.62, -0.80, -0.06, -0.24, 2.12, 0.16, -0.82, -0.75, -0.68, -0.96, -0.15, 0.47, -0.18, -0.81, -0.66, -0.56, -0.65, 0.47, 0.65, 0.46, 0.42, 0.45, 0.44, 0.38, 0.42, 0.40, 0.49, 0.39, 0.47, 0.45, 0.41, 0.48, 0.13, -0.62, 0.00, 0.21, 0.41, 0.21, -0.40, 0.27]}

3.
{"formula": "C30H30F24N2O7S", "method": "ωB97M-V with the def2-TZVPD basis set", "charge": 2, "homo_lumo_gap_ev": 7.532, "symbols": ["C", "C", "O", "O", "C", "C", "N", "C", "C", "C", "C", "C", "C", "N", "C", "S", "O", "O", "C", "C", "C", "C", "H", "H", "H", "H", "H", "H", "H", "H", "H", "H", "H", "H", "H", "H", "H", "H", "H", "H", "C", "C", "C", "F", "F", "F", "F", "O", "C", "C", "F", "F", "F", "F", "H", "H", "H", "H", "C", "C", "C", "F", "F", "F", "F", "O", "C", "C", "F", "F", "F", "F", "H", "H", "H", "H", "C", "C", "C", "F", "F", "F", "F", "O", "C", "C", "F", "F", "F", "F", "H", "H", "H", "H"], "coordinates": [[-1.09, 2.58, 4.86], [-1.50, 3.32, 3.63], [-0.82, 4.11, 3.02], [-2.77, 3.01, 3.25], [-3.37, 3.81, 2.23], [-3.26, 3.18, 0.83], [-1.93, 2.59, 0.56], [-0.98, 3.36, 0.02], [0.28, 2.85, -0.22], [0.58, 1.54, 0.13], [1.93, 0.96, -0.13], [3.03, 1.76, -0.44], [4.25, 1.19, -0.70], [4.41, -0.15, -0.65], [5.73, -0.73, -0.89], [6.68, -0.80, 0.67], [7.39, 0.43, 0.76], [7.25, -2.09, 0.76], [3.38, -0.95, -0.33], [2.14, -0.43, -0.07], [-0.44, 0.77, 0.71], [-1.68, 1.32, 0.91], [-0.21, 3.05, 5.29], [-0.85, 1.55, 4.59], [-1.90, 2.54, 5.59], [-2.98, 4.82, 2.25], [-4.42, 3.84, 2.49], [-3.42, 3.93, 0.06], [-4.00, 2.40, 0.68], [-1.24, 4.37, -0.24], [1.00, 3.50, -0.70], [2.96, 2.84, -0.48], [5.12, 1.78, -0.94], [5.62, -1.75, -1.27], [6.28, -0.11, -1.59], [5.62, -0.72, 1.53], [3.56, -2.02, -0.29], [1.35, -1.12, 0.18], [-0.29, -0.25, 1.01], [-2.50, 0.76, 1.35], [-0.49, -2.46, 4.53], [-1.00, -2.45, 3.08], [-2.00, -3.53, 2.66], [-1.44, -4.74, 2.76], [-2.33, -3.32, 1.36], [0.05, -2.43, 2.21], [-1.66, -1.26, 2.89], [0.78, -3.02, 4.73], [0.93, -4.36, 5.06], [1.85, -5.05, 4.05], [1.32, -4.96, 2.80], [1.95, -6.35, 4.38], [-0.25, -4.98, 5.16], [1.54, -4.42, 6.25], [-0.37, -1.40, 4.78], [-1.25, -2.86, 5.20], [-2.91, -3.47, 3.28], [2.84, -4.59, 4.06], [-3.09, 6.49, -3.42], [-2.01, 5.63, -2.75], [-0.56, 5.75, -3.22], [-0.42, 5.32, -4.48], [0.20, 4.95, -2.41], [-2.37, 4.32, -2.73], [-1.94, 6.01, -1.42], [-3.87, 5.84, -4.38], [-3.51, 5.85, -5.71], [-3.41, 4.42, -6.25], [-2.47, 3.74, -5.54], [-3.04, 4.46, -7.54], [-2.37, 6.53, -5.92], [-4.49, 6.45, -6.40], [-3.78, 6.74, -2.62], [-2.66, 7.43, -3.78], [-0.20, 6.78, -3.13], [-4.38, 3.91, -6.16], [0.01, -4.65, -0.50], [1.49, -4.38, -0.81], [1.83, -3.71, -2.14], [1.57, -4.51, -3.18], [3.16, -3.41, -2.14], [2.25, -5.47, -0.64], [1.89, -3.44, 0.14], [-0.46, -5.95, -0.71], [-0.99, -6.34, -1.92], [-0.22, -7.53, -2.50], [1.07, -7.17, -2.68], [-0.76, -7.85, -3.69], [-1.02, -5.31, -2.80], [-2.25, -6.74, -1.71], [-0.07, -4.50, 0.57], [-0.62, -3.90, -0.98], [1.28, -2.77, -2.26], [-0.27, -8.38, -1.82]], "mulliken_charge": [-0.78, 0.83, -0.55, -0.35, -0.56, -0.65, 0.35, -1.06, -1.11, 1.66, 1.01, -0.90, -0.50, 0.11, -0.77, 1.03, -0.54, -0.52, -0.67, -0.51, -0.41, -0.49, 0.35, -0.05, 0.36, 0.42, 0.40, 0.10, 0.46, 0.96, 0.43, 0.63, 0.42, 0.40, 0.47, 0.12, 0.70, 0.34, 0.24, 0.51, -0.95, 1.01, -0.04, -0.21, -0.25, -0.02, -0.34, -0.39, 0.73, 0.09, -0.15, -0.25, -0.27, -0.29, 0.36, 0.36, 0.40, 0.28, -0.95, 1.13, 0.01, -0.21, -0.21, -0.31, -0.34, -0.39, 0.78, 0.17, -0.22, -0.25, -0.28, -0.28, 0.48, 0.35, 0.31, 0.27, -0.38, 0.90, 0.15, -0.21, -0.26, -0.28, -0.28, -0.39, 0.71, 0.21, -0.22, -0.25, -0.30, -0.29, -0.11, 0.47, 0.22, 0.27]}

4.
{"formula": "C30H30F3IN5O2", "method": "ωB97M-V with the def2-TZVPD basis set", "charge": 1, "homo_lumo_gap_ev": 5.550, "symbols": ["C", "C", "I", "C", "C", "C", "N", "C", "C", "C", "F", "F", "F", "C", "C", "O", "O", "H", "H", "H", "H", "H", "H", "H", "H", "H", "H", "N", "C", "C", "C", "C", "C", "H", "H", "H", "H", "H", "N", "C", "C", "C", "C", "C", "H", "H", "H", "H", "H", "N", "C", "C", "C", "C", "C", "H", "H", "H", "H", "H", "N", "C", "C", "C", "C", "C", "H", "H", "H", "H", "H"], "coordinates": [[-5.29, 3.00, -0.59], [-4.15, 2.00, -0.66], [-4.87, 0.05, -1.18], [-3.01, 2.46, -1.60], [-1.87, 3.02, -0.80], [-1.87, 4.36, -0.42], [-0.86, 4.87, 0.31], [0.20, 4.16, 0.70], [0.27, 2.82, 0.35], [1.50, 2.04, 0.80], [1.86, 2.50, 2.02], [1.27, 0.75, 0.91], [2.52, 2.24, -0.03], [-0.76, 2.26, -0.40], [-0.71, 0.81, -0.80], [-1.41, 0.04, -0.24], [0.14, 0.44, -1.76], [-5.84, 2.90, 0.34], [-4.92, 4.03, -0.65], [-5.97, 2.83, -1.41], [-3.73, 1.88, 0.34], [-2.64, 1.65, -2.22], [-3.37, 3.24, -2.27], [-2.68, 5.01, -0.70], [-0.88, 5.86, 0.55], [0.97, 4.64, 1.26], [0.48, 1.21, -2.23], [4.49, 3.95, -3.50], [3.82, 3.85, -2.35], [3.05, 4.88, -1.83], [2.96, 6.07, -2.54], [3.64, 6.18, -3.74], [4.39, 5.09, -4.17], [3.94, 2.91, -1.82], [2.54, 4.76, -0.88], [2.37, 6.90, -2.17], [3.60, 7.09, -4.33], [4.94, 5.13, -5.10], [-8.19, -1.52, 0.04], [-8.22, -2.13, 1.22], [-8.84, -3.35, 1.44], [-9.45, -3.98, 0.37], [-9.42, -3.36, -0.87], [-8.78, -2.14, -0.98], [-7.74, -1.60, 2.04], [-8.83, -3.80, 2.43], [-9.94, -4.94, 0.50], [-9.89, -3.82, -1.73], [-8.73, -1.62, -1.93], [4.71, -3.67, -0.91], [4.05, -3.96, 0.22], [3.18, -3.09, 0.84], [2.97, -1.84, 0.27], [3.64, -1.53, -0.90], [4.50, -2.47, -1.44], [4.25, -4.95, 0.63], [2.67, -3.38, 1.75], [2.30, -1.14, 0.73], [3.51, -0.57, -1.38], [5.04, -2.27, -2.36], [6.73, -7.11, 3.20], [6.09, -7.41, 4.32], [5.21, -6.54, 4.96], [5.00, -5.30, 4.40], [5.67, -4.97, 3.23], [6.52, -5.91, 2.67], [6.28, -8.40, 4.73], [4.72, -6.84, 5.88], [4.33, -4.59, 4.87], [5.53, -4.00, 2.76], [7.05, -5.69, 1.75]], "mulliken_charge": [-1.27, -0.24, 0.15, -1.61, 0.59, -0.79, 0.09, -0.94, 0.56, 0.77, -0.28, -0.20, -0.14, 0.49, -0.05, -0.43, -0.47, 0.38, 0.27, 0.42, 0.49, 0.65, 0.65, 0.48, 0.32, 0.63, 0.43, -0.49, -0.64, 0.00, -0.38, -0.38, -0.24, 0.69, 0.33, 0.38, 0.38, 0.37, -0.43, -0.17, -0.39, -0.20, -0.40, -0.16, 0.34, 0.35, 0.37, 0.35, 0.35, -0.56, -0.38, -0.76, 0.23, -0.30, -0.43, 0.55, 0.39, 0.59, 0.34, 0.36, -0.55, -0.20, -0.33, -0.30, -0.32, -0.27, 0.35, 0.36, 0.38, 0.50, 0.40]}

no.,molecular weight (g mol⁻¹),HOMO energy (eV)
1,886.43,-3.3
2,767.85,-7.6
3,1018.60,-15.4
4,676.50,-10.8